No. 1
The following is a quantum chemistry calculation of S2 in the gas phase at a distorted geometry, from the OMol25 dataset.

ORCA input file:
```
! RIJCOSX wB97M-V def2-TZVPD def2/J DEFGRID3
* xyz 0 1
S 0.00 0.00 1.08
S 0.00 0.00 -1.08
*
```

Calculated values
E_LUMO: -3.337 eV
Orbital gap: 0.209 Eh
DFT total energy: -21668.0880 eV
Highest occupied orbital energy: -9.0 eV



No. 2
The following is a quantum chemistry calculation of a molecular structure, C32H43N6O2PPdTe at a distorted geometry, from the OMol25 dataset.

ORCA input file:
```
! RIJCOSX wB97M-V def2-TZVPD def2/J DEFGRID3
* xyz 2 1
Pd -0.30 0.33 0.17
Te -0.13 1.72 2.39
C -2.09 2.01 3.10
C -3.04 2.62 2.29
C -4.28 2.93 2.82
C -4.57 2.62 4.15
C -3.62 2.01 4.95
C -2.37 1.70 4.43
C 0.16 3.81 2.36
C 0.88 4.31 3.44
C 0.99 5.69 3.58
C 0.39 6.54 2.65
C -0.32 6.01 1.57
C -0.44 4.64 1.42
H -2.82 2.86 1.25
H -5.03 3.42 2.20
H -5.55 2.86 4.56
H -3.85 1.77 5.98
H -1.62 1.23 5.06
H 1.35 3.65 4.16
H 1.54 6.10 4.42
H 0.47 7.61 2.77
H -0.79 6.67 0.85
H -0.99 4.23 0.58
N -6.00 -0.83 3.03
C -5.32 -0.81 2.10
C -4.46 -0.76 0.95
C -4.91 -1.04 -0.33
C -4.02 -0.97 -1.39
C -2.71 -0.61 -1.14
N -2.28 -0.33 0.10
C -3.12 -0.42 1.13
H -5.95 -1.32 -0.49
H -4.32 -1.21 -2.40
H -1.98 -0.57 -1.93
H -2.74 -0.25 2.13
C 0.60 -3.87 -1.20
C 0.51 -2.58 -0.43
N 1.03 -2.58 0.80
O -0.02 -1.58 -0.96
H 1.57 -4.34 -1.07
H 0.41 -3.68 -2.25
H -0.17 -4.56 -0.83
H 1.46 -3.41 1.18
H 1.07 -1.74 1.33
O 1.81 0.46 -0.11
P 2.57 1.00 -1.34
N 3.51 2.32 -1.04
C 3.15 3.68 -1.47
C 2.54 4.33 -0.23
C 3.22 3.60 0.96
C 4.05 2.48 0.33
N 3.59 -0.08 -2.01
C 5.05 -0.08 -1.73
C 5.22 -1.23 -0.73
C 4.25 -2.30 -1.27
C 3.18 -1.50 -2.08
N 1.51 1.38 -2.54
C 1.52 0.78 -3.90
C 0.49 1.62 -4.64
C -0.58 1.92 -3.58
C 0.19 1.91 -2.25
H 2.51 3.67 -2.35
H 4.08 4.20 -1.73
H 1.46 4.17 -0.21
H 2.71 5.40 -0.20
H 2.48 3.17 1.63
H 3.83 4.28 1.55
H 4.00 1.55 0.89
H 5.10 2.77 0.26
H 5.39 0.88 -1.37
H 5.58 -0.32 -2.66
H 4.91 -0.90 0.26
H 6.25 -1.59 -0.67
H 3.79 -2.88 -0.47
H 4.77 -2.99 -1.94
H 2.18 -1.61 -1.68
H 3.17 -1.82 -3.12
H 1.21 -0.27 -3.88
H 2.52 0.82 -4.33
H 0.07 1.07 -5.49
H 0.94 2.54 -5.01
H -1.36 1.16 -3.59
H -1.06 2.88 -3.74
H -0.30 1.27 -1.50
H 0.24 2.90 -1.79
*
```

Calculated values
E_LUMO (spin up / spin down): -7.235 / -7.239 eV
Orbital gap (spin up / spin down): 0.257 / 0.256 Eh
DFT total energy: -66967.9617 eV
Highest occupied orbital energy (spin up / spin down): -14.2 / -14.2 eV



No. 3
The following is a quantum chemistry calculation of a molecular structure, C3H2O3, from the OMol25 dataset.

ORCA input file:
```
! RIJCOSX wB97M-V def2-TZVPD def2/J DEFGRID3
* xyz 0 1
O 0.31 1.83 1.02
C 0.49 0.56 0.93
C 0.43 -0.12 -0.40
O 1.37 -0.12 -1.17
C -0.83 -0.93 -0.68
O -1.76 -0.93 0.09
H 0.57 1.21 1.99
H -0.82 -1.49 -1.64
*
```

Calculated values
E_LUMO: -1.168 eV
Orbital gap: 0.300 Eh
DFT total energy: -9280.4559 eV
Highest occupied orbital energy: -9.3 eV



No. 4
The following is a quantum chemistry calculation of a molecular structure, C33H39CuN6O8P2Se at a distorted geometry, from the OMol25 dataset.

ORCA input file:
```
! RIJCOSX wB97M-V def2-TZVPD def2/J DEFGRID3
* xyz -1 2
Cu -0.95 -0.84 0.00
O -2.03 -1.74 3.22
N -0.70 -1.59 2.96
C -0.02 -1.18 3.95
C 1.44 -0.98 3.85
C 2.13 -0.92 5.06
C 3.51 -0.82 5.11
C 4.23 -0.81 3.93
C 3.56 -0.86 2.71
C 2.17 -0.92 2.64
P 1.39 -0.93 0.94
C 2.24 0.42 -0.01
C 1.91 0.51 -1.36
C 2.39 1.55 -2.15
C 3.21 2.52 -1.60
C 3.53 2.45 -0.25
C 3.05 1.41 0.54
C 2.38 -2.41 0.36
C 3.08 -2.46 -0.85
C 3.75 -3.62 -1.23
C 3.73 -4.74 -0.42
C 3.05 -4.70 0.79
C 2.39 -3.54 1.17
H -2.34 -2.09 2.39
H -0.50 -1.02 4.92
H 1.56 -0.96 5.99
H 4.02 -0.78 6.07
H 5.31 -0.76 3.95
H 4.13 -0.87 1.79
H 1.26 -0.23 -1.79
H 2.12 1.60 -3.20
H 3.58 3.34 -2.21
H 4.14 3.23 0.20
H 3.28 1.40 1.59
H 3.10 -1.60 -1.50
H 4.28 -3.65 -2.18
H 4.22 -5.65 -0.74
H 3.01 -5.58 1.42
H 1.83 -3.53 2.10
C -2.46 -1.88 -5.06
N -3.53 -1.39 -4.19
C -3.92 -0.06 -4.62
N -2.82 0.90 -4.67
C -1.77 0.35 -5.52
N -1.31 -0.98 -5.13
C -0.60 -0.93 -3.83
P -1.66 -0.31 -2.41
C -3.11 -1.43 -2.77
C -2.31 1.19 -3.32
H -2.87 -1.99 -6.07
H -2.13 -2.85 -4.69
H -4.69 0.32 -3.94
H -4.35 -0.14 -5.62
H -0.92 1.03 -5.51
H -2.16 0.29 -6.54
H 0.27 -0.28 -3.95
H -0.25 -1.92 -3.58
H -3.93 -1.14 -2.13
H -2.83 -2.45 -2.53
H -1.51 1.93 -3.40
H -3.11 1.63 -2.72
O -1.83 -4.28 -1.42
Se -1.20 -3.27 -0.33
O -0.50 -4.05 0.90
O -0.15 -2.19 -1.08
O -2.36 -2.22 0.29
C -0.03 4.19 0.17
C -0.14 4.04 1.69
C -1.16 2.97 2.11
C -1.22 2.88 3.66
C -2.36 2.00 4.18
C -2.52 3.35 1.62
O -3.03 4.44 1.85
N -3.18 2.38 0.94
C -2.63 1.22 0.36
O -3.38 0.62 -0.39
N -1.34 0.83 0.67
C -0.64 1.61 1.59
O 0.44 1.29 2.06
H 0.82 4.83 -0.10
H -0.94 4.64 -0.25
H 0.13 3.23 -0.32
H -0.43 4.98 2.14
H 0.83 3.73 2.09
H -1.33 3.89 4.04
H -0.27 2.47 3.98
H -3.34 2.42 3.92
H -2.31 1.93 5.27
H -2.31 0.98 3.77
H -4.12 2.58 0.63
*
```

Calculated values
Expectation value of S²: 0.75
E_LUMO (spin up / spin down): 2.470 / 1.962 eV
Orbital gap (spin up / spin down): 0.289 / 0.278 Eh
DFT total energy: -188738.8786 eV
Highest occupied orbital energy (spin up / spin down): -5.4 / -5.6 eV



No. 5
The following is a quantum chemistry calculation of a molecular structure, C3H6N2O at a distorted geometry, from the OMol25 dataset.

ORCA input file:
```
! RIJCOSX wB97M-V def2-TZVPD def2/J DEFGRID3
* xyz 0 1
C -1.77 0.82 0.10
C -0.70 -0.27 -0.04
C 0.73 0.23 -0.08
H -2.15 1.15 -1.08
H -2.62 0.20 0.75
H -1.30 1.84 0.90
H 2.49 -0.64 0.60
H 1.18 -1.77 0.50
H 2.04 1.53 0.05
N 1.48 -0.83 -0.01
N 1.05 1.50 -0.10
O -0.86 -1.46 -0.10
*
```

Calculated values
E_LUMO: 0.145 eV
Orbital gap: 0.362 Eh
DFT total energy: -8232.8270 eV
Highest occupied orbital energy: -9.7 eV



No. 6
The following is a quantum chemistry calculation of 6 unconnected molecules or ions with the total composition C4H20N2O6S at a distorted geometry, from the OMol25 dataset.

ORCA input file:
```
! RIJCOSX wB97M-V def2-TZVPD def2/J DEFGRID3
* xyz 0 1
N 1.65 -1.33 -1.95
C 1.12 -1.43 -0.57
C -0.11 -0.68 -0.24
O -1.13 -0.88 -0.95
N -0.33 0.17 0.80
C 0.68 0.44 1.84
C 1.27 -0.83 2.53
S 0.11 -1.39 3.82
H 0.87 -1.39 -2.60
H 2.19 -0.49 -2.12
H 0.87 -2.48 -0.33
H 1.98 -1.13 0.03
H -1.23 0.55 1.02
H 0.09 1.08 2.54
H 1.56 0.99 1.39
H 2.27 -0.62 2.96
H 1.35 -1.68 1.86
H -0.40 -2.48 3.11
O 3.22 1.98 0.94
H 3.22 2.93 1.11
H 2.86 1.89 0.04
O -3.44 -0.37 -2.44
H -4.14 -0.17 -1.80
H -2.69 -0.80 -2.02
O -1.23 1.10 -2.33
H -0.75 0.28 -2.45
H -2.15 0.88 -2.65
O 1.34 2.20 -1.07
H 0.50 1.71 -0.98
H 1.48 2.16 -2.02
O -3.96 0.11 0.61
H -3.97 0.02 1.57
H -3.13 -0.33 0.35
*
```

Calculated values
E_LUMO: 0.246 eV
Orbital gap: 0.355 Eh
DFT total energy: -30572.7706 eV
SMILES string: NCC(=O)NCCS.O.O.O.O.O
Highest occupied orbital energy: -9.4 eV



Please write out number 4 again, unchanged.
The following is a quantum chemistry calculation of a molecular structure, C33H39CuN6O8P2Se at a distorted geometry, from the OMol25 dataset.

ORCA input file:
```
! RIJCOSX wB97M-V def2-TZVPD def2/J DEFGRID3
* xyz -1 2
Cu -0.95 -0.84 0.00
O -2.03 -1.74 3.22
N -0.70 -1.59 2.96
C -0.02 -1.18 3.95
C 1.44 -0.98 3.85
C 2.13 -0.92 5.06
C 3.51 -0.82 5.11
C 4.23 -0.81 3.93
C 3.56 -0.86 2.71
C 2.17 -0.92 2.64
P 1.39 -0.93 0.94
C 2.24 0.42 -0.01
C 1.91 0.51 -1.36
C 2.39 1.55 -2.15
C 3.21 2.52 -1.60
C 3.53 2.45 -0.25
C 3.05 1.41 0.54
C 2.38 -2.41 0.36
C 3.08 -2.46 -0.85
C 3.75 -3.62 -1.23
C 3.73 -4.74 -0.42
C 3.05 -4.70 0.79
C 2.39 -3.54 1.17
H -2.34 -2.09 2.39
H -0.50 -1.02 4.92
H 1.56 -0.96 5.99
H 4.02 -0.78 6.07
H 5.31 -0.76 3.95
H 4.13 -0.87 1.79
H 1.26 -0.23 -1.79
H 2.12 1.60 -3.20
H 3.58 3.34 -2.21
H 4.14 3.23 0.20
H 3.28 1.40 1.59
H 3.10 -1.60 -1.50
H 4.28 -3.65 -2.18
H 4.22 -5.65 -0.74
H 3.01 -5.58 1.42
H 1.83 -3.53 2.10
C -2.46 -1.88 -5.06
N -3.53 -1.39 -4.19
C -3.92 -0.06 -4.62
N -2.82 0.90 -4.67
C -1.77 0.35 -5.52
N -1.31 -0.98 -5.13
C -0.60 -0.93 -3.83
P -1.66 -0.31 -2.41
C -3.11 -1.43 -2.77
C -2.31 1.19 -3.32
H -2.87 -1.99 -6.07
H -2.13 -2.85 -4.69
H -4.69 0.32 -3.94
H -4.35 -0.14 -5.62
H -0.92 1.03 -5.51
H -2.16 0.29 -6.54
H 0.27 -0.28 -3.95
H -0.25 -1.92 -3.58
H -3.93 -1.14 -2.13
H -2.83 -2.45 -2.53
H -1.51 1.93 -3.40
H -3.11 1.63 -2.72
O -1.83 -4.28 -1.42
Se -1.20 -3.27 -0.33
O -0.50 -4.05 0.90
O -0.15 -2.19 -1.08
O -2.36 -2.22 0.29
C -0.03 4.19 0.17
C -0.14 4.04 1.69
C -1.16 2.97 2.11
C -1.22 2.88 3.66
C -2.36 2.00 4.18
C -2.52 3.35 1.62
O -3.03 4.44 1.85
N -3.18 2.38 0.94
C -2.63 1.22 0.36
O -3.38 0.62 -0.39
N -1.34 0.83 0.67
C -0.64 1.61 1.59
O 0.44 1.29 2.06
H 0.82 4.83 -0.10
H -0.94 4.64 -0.25
H 0.13 3.23 -0.32
H -0.43 4.98 2.14
H 0.83 3.73 2.09
H -1.33 3.89 4.04
H -0.27 2.47 3.98
H -3.34 2.42 3.92
H -2.31 1.93 5.27
H -2.31 0.98 3.77
H -4.12 2.58 0.63
*
```

Calculated values
Expectation value of S²: 0.75
E_LUMO (spin up / spin down): 2.470 / 1.962 eV
Orbital gap (spin up / spin down): 0.289 / 0.278 Eh
DFT total energy: -188738.8786 eV
Highest occupied orbital energy (spin up / spin down): -5.4 / -5.6 eV